[1]
Here is a cluster of 3 separate species, C12H16O6 in total from the Open Molecules 2025 dataset. Energies are from ωB97M-V/def2-TZVPD.

Summary:
SMILES string: O=C1C=C(O)C(=O)C=C1O.CC(C)=O.CC(C)=O
E, eV: -24982.619
Largest force on an atom, eV Å⁻¹: 11.4
HOMO energy, Ha: -0.34135

Geometry as XYZ:
```
34
Properties=species:S:1:pos:R:3:forces:R:3
O 0.4760 -1.1310 4.8930 0.045 4.491 0.559
C 0.4290 0.1760 4.9820 -0.941 -5.763 -0.971
C -0.8190 0.8690 4.9130 0.920 5.574 0.393
C -0.7590 2.4020 4.9760 -7.449 -8.522 1.442
O -1.9450 3.0670 5.2170 4.893 2.363 -1.188
C 0.4240 3.1250 5.1200 2.739 -0.367 -1.547
O 0.4070 4.3140 5.0320 -0.038 2.537 0.471
C 1.6550 2.3750 5.1050 3.623 -4.185 1.567
C 1.6780 0.8540 5.1370 2.897 7.074 0.733
O 2.8410 0.1590 5.3540 -1.849 2.233 -0.561
H -1.6860 0.2040 4.9740 -0.002 0.838 -0.258
H -2.7290 2.6280 5.3740 -2.085 -2.373 0.241
H 2.6270 3.0840 5.3130 -2.454 -2.305 -0.804
H 2.5680 -0.7460 5.3080 -0.319 -1.609 -0.104
C 7.3900 0.3170 6.8010 3.270 -2.580 2.434
C 6.4110 1.3610 6.9370 -3.089 3.774 5.272
C 5.7100 1.9240 5.7510 -1.697 -1.430 0.848
O 6.0200 1.7950 8.1130 2.041 -2.092 -4.801
H 8.4100 0.6630 6.4940 -1.123 -0.137 -1.133
H 7.0450 -0.6750 6.3740 0.476 1.513 -0.065
H 7.7990 0.0550 7.8470 -1.351 0.153 -1.038
H 4.7590 2.3730 6.0770 0.607 0.161 0.023
H 5.3930 1.0040 5.2570 0.047 0.191 -0.848
H 6.2350 2.5740 5.1060 0.827 0.512 -0.729
C 3.4800 5.9890 4.5880 -0.310 -3.741 1.037
C 4.8240 5.7350 4.0920 3.472 -1.912 -2.218
C 6.0410 6.6110 4.6410 -0.944 1.342 -3.094
O 5.0580 4.7460 3.3610 -0.576 2.389 1.679
H 3.0850 6.8980 4.6130 -0.778 4.581 -0.026
H 3.5810 5.7340 5.6850 -0.650 -0.264 -0.954
H 2.6870 5.4500 4.0190 0.907 -0.430 0.798
H 7.0780 6.3820 4.2550 -1.521 -0.072 -0.147
H 6.0910 6.4150 5.6580 -0.101 0.122 2.220
H 5.7970 7.7360 4.4070 0.514 -2.066 0.766
```
Positions in Å, forces in eV/Å.

natural (NBO) population analysis, charges in e, atoms 1 to 4: -0.56, 0.38, -0.37, 0.39


[2]
Here is the ion C12H17ClNO3 with charge +1 from the Open Molecules 2025 dataset. Energies are from ωB97M-V/def2-TZVPD.

Summary:
SMILES string: C[NH+](C)CCOC(=O)COc1ccc(Cl)cc1
E, eV: -32868.396
Largest force on an atom, eV Å⁻¹: 0.8
HOMO energy, Ha: -0.41026
Charge: +1

Geometry as XYZ:
```
34
Properties=species:S:1:pos:R:3:forces:R:3
C -0.0870 1.2958 -3.7970 -0.008 0.478 -0.572
N -0.0016 0.3877 -2.6440 0.567 -0.026 0.161
C -0.2652 -1.0005 -3.0525 -0.088 -0.724 -0.195
C -0.8847 0.8151 -1.5263 -0.147 0.256 0.702
C -0.2345 1.8809 -0.6420 -0.051 0.063 -0.351
O 0.6014 1.3315 0.3813 0.036 0.081 0.226
C 1.7409 0.7390 0.0551 0.049 -0.120 -0.015
O 2.1021 0.5720 -1.0935 0.235 0.063 0.002
C 2.4467 0.1467 1.2603 0.055 0.054 0.041
O 1.7591 -1.0472 1.5521 0.073 -0.167 0.034
C 0.5939 -1.0292 2.2857 -0.432 -0.188 0.171
C 0.0764 0.0644 2.9665 0.306 -0.063 -0.103
C -1.1085 -0.0612 3.6732 -0.155 -0.210 0.055
C -1.7806 -1.2720 3.7011 0.196 0.066 -0.113
Cl -3.2642 -1.4134 4.5698 -0.123 -0.013 0.079
C -1.2633 -2.3724 3.0291 -0.081 0.148 0.077
C -0.0855 -2.2474 2.3230 0.264 0.255 -0.069
H -1.0724 1.2249 -4.2568 -0.011 -0.071 0.100
H 0.0863 2.3249 -3.4912 0.016 -0.038 0.104
H 0.6652 1.0259 -4.5354 0.015 -0.065 0.082
H 0.9855 0.4404 -2.2415 -0.605 -0.004 -0.178
H 0.4005 -1.2773 -3.8675 0.014 0.110 0.005
H -0.0882 -1.6786 -2.2199 0.007 0.120 0.072
H -1.2964 -1.1052 -3.3877 0.000 0.105 0.035
H -1.8197 1.1985 -1.9395 0.086 -0.067 -0.059
H -1.1157 -0.0510 -0.9003 0.027 0.020 -0.141
H -1.0033 2.4216 -0.0875 0.084 -0.088 -0.168
H 0.3501 2.5931 -1.2347 -0.099 -0.021 0.085
H 2.4732 0.8427 2.1027 0.019 -0.040 -0.092
H 3.4598 -0.1484 0.9778 -0.198 0.160 0.014
H 0.5739 1.0207 2.9657 0.035 0.068 -0.010
H -1.5064 0.7871 4.2063 -0.059 0.076 0.065
H -1.7797 -3.3178 3.0622 -0.068 -0.093 0.017
H 0.3419 -3.0913 1.8054 0.040 -0.122 -0.063
```
Positions in Å, forces in eV/Å.

natural (NBO) population analysis, charges in e, atoms 1 to 4: -0.42, -0.39, -0.42, -0.26


[3]
Here is a cluster of 2 separate species, C12H17N in total from the Open Molecules 2025 dataset. Energies are from ωB97M-V/def2-TZVPD.

Summary:
⟨S²⟩: 0.7686
E, eV: -14205.627
Largest force on an atom, eV Å⁻¹: 11.4
Multiplicity: 2
HOMO energy (alpha / beta), Ha: 0.02985 / -0.12542
Charge: -1

Geometry as XYZ:
```
30
Properties=species:S:1:pos:R:3:forces:R:3
C -0.7839 1.2748 2.3949 -0.416 1.965 1.284
C -2.0022 -0.5319 -0.5006 -1.725 3.442 -1.607
C -1.2572 -0.4656 0.6875 -2.927 1.998 -1.922
C -1.5531 0.8960 1.1938 4.018 -3.554 1.255
C -2.2443 1.6014 0.3316 -2.750 1.108 -3.826
C -2.0784 -1.5339 -1.4012 -2.071 -1.123 -2.276
C -1.3925 -2.6881 -1.0742 2.395 -3.506 0.423
C -0.3701 -1.5438 0.7714 1.443 -0.062 1.577
C -0.3911 -2.6568 -0.0290 -2.767 0.596 -1.677
N -2.6169 0.7302 -0.8273 5.976 -1.317 9.580
H -3.1143 0.7835 -1.5684 -4.182 1.251 -5.727
H -2.8394 -1.5753 -2.2875 1.517 0.469 1.695
H -2.5128 2.6512 0.3584 -0.076 -0.251 -0.004
H -1.4941 -3.6240 -1.7030 0.172 1.154 0.752
H 0.4526 -1.3683 1.4094 0.992 -0.426 1.114
H 0.2973 1.2584 2.4650 0.388 -0.260 -0.946
H -1.0959 0.6803 3.1888 -0.404 -2.014 1.392
H 0.2656 -3.4718 0.1683 0.447 -0.526 -0.062
H -1.0381 2.1976 2.9247 -0.206 0.837 -0.856
C 2.0802 0.5596 -0.0580 -4.366 0.573 -1.556
C 1.6486 1.7340 -1.0251 3.659 -1.812 -0.468
C 3.2924 -0.1783 -0.4266 -2.544 -3.826 -0.453
H 2.0712 0.6594 0.9991 0.262 1.372 1.052
H 1.1049 -0.0646 -0.1079 1.901 0.279 -0.313
H 0.7881 2.2779 -0.8844 -2.422 0.491 0.604
H 3.2940 -1.0140 0.3026 1.322 0.596 -0.144
H 3.2831 -0.7227 -1.3780 -1.113 -0.211 -0.286
H 1.7279 1.2687 -2.0158 -0.990 -0.189 -0.008
H 2.3942 2.4881 -1.2214 0.903 0.619 0.720
H 4.0842 0.3779 -0.6873 3.565 2.326 0.682
```
Positions in Å, forces in eV/Å.

natural (NBO) population analysis, charges in e, atoms 1 to 4: -0.63, 0.20, -0.19, -0.10


[4]
Here is a cluster of 2 separate species, C12H17N in total from the Open Molecules 2025 dataset. Energies are from ωB97M-V/def2-TZVPD.

Summary:
SMILES string: Cc1c[nH]c2ccccc12.CCC
E, eV: -14206.804
Largest force on an atom, eV Å⁻¹: 5.4
HOMO energy, Ha: -0.30369

Geometry as XYZ:
```
30
Properties=species:S:1:pos:R:3:forces:R:3
C -0.3210 1.4524 3.4546 -4.314 -0.865 3.057
C 0.1842 1.7897 2.1134 -1.100 -0.994 1.970
C 1.2648 2.4995 1.8280 0.576 0.029 -4.538
N 1.4106 2.4815 0.3700 0.973 -0.342 2.059
C 0.3945 1.6509 -0.0990 4.350 0.917 -0.506
C 0.4203 1.3232 -1.4348 1.540 -0.160 -1.538
C -0.6784 0.6611 -1.8303 -2.402 -1.770 0.540
C -1.6778 0.1990 -0.8349 0.336 1.076 -2.556
C -1.5444 0.5486 0.4968 -0.842 -1.374 -0.485
C -0.3575 1.1580 0.9248 -0.839 1.695 -0.335
H 0.1375 0.5631 3.9282 -0.007 0.275 -0.569
H -1.5218 1.1619 3.4456 2.900 0.409 -0.503
H -0.4417 2.1603 4.3492 1.003 -0.117 -1.738
H 2.0221 3.0908 2.2312 0.567 0.603 1.663
H 2.3940 2.4254 -0.0075 -1.830 0.166 0.390
H 1.3943 1.4802 -2.0716 -2.365 0.190 1.080
H -0.9158 0.4556 -2.8662 0.318 -0.292 -0.052
H -2.5566 -0.3113 -1.3605 1.072 0.769 1.559
H -2.3732 0.3143 1.1417 0.053 -0.209 0.497
C 0.0644 -4.1714 -2.6131 1.348 -2.884 -0.781
C -0.3808 -3.3517 -1.4024 0.079 0.795 -1.648
C 0.9166 -3.5286 -0.4665 -2.709 3.283 1.873
H 0.9936 -3.9275 -3.2325 -0.736 0.441 1.584
H 0.3025 -5.1856 -2.1151 -0.122 1.162 -1.135
H -0.5558 -4.4701 -3.4534 -1.155 0.451 0.254
H -0.5196 -2.2289 -1.7376 0.306 -2.090 1.118
H -1.4665 -3.7482 -1.0877 2.753 0.792 -0.030
H 1.7754 -2.8925 -0.8547 -1.241 -0.714 0.562
H 0.4865 -3.1218 0.5491 1.606 -0.480 -1.482
H 1.2620 -4.5202 -0.2682 -0.118 -0.764 -0.311
```
Positions in Å, forces in eV/Å.

natural (NBO) population analysis, charges in e, atoms 1 to 4: -0.64, -0.08, -0.03, -0.55


[5]
Here is a cluster of 2 separate species, C12H17N in total from the Open Molecules 2025 dataset. Energies are from ωB97M-V/def2-TZVPD.

Summary:
SMILES string: Cc1c[nH]c2ccccc12.CCC
E, eV: -14208.746
Largest force on an atom, eV Å⁻¹: 3.5
HOMO energy, Ha: -0.28822

Geometry as XYZ:
```
30
Properties=species:S:1:pos:R:3:forces:R:3
C 0.9568 -1.1971 2.4297 0.022 -0.215 1.042
C 1.9713 -0.1378 2.1365 -1.197 -0.243 -1.288
C 3.0607 0.3027 2.7955 -0.036 -0.393 -0.850
N 3.4886 1.4897 2.1978 0.828 0.216 1.934
C 2.5263 1.9614 1.3506 -1.123 -1.483 -0.847
C 2.3312 3.1740 0.7355 0.556 -0.054 0.480
C 1.2780 3.2669 -0.1553 0.115 1.480 0.379
C 0.4855 2.1785 -0.4411 -0.355 -2.510 -0.963
C 0.6686 0.8702 0.1023 0.582 3.342 0.700
C 1.6017 0.8684 1.1326 1.620 -0.649 1.046
H 1.2821 -2.0456 3.0077 0.693 -0.118 0.592
H 0.4563 -1.7221 1.6183 -0.027 0.775 -0.537
H 0.2459 -0.6580 3.0669 -0.486 -0.494 -0.288
H 3.6223 -0.1693 3.5919 -0.047 0.201 -0.114
H 4.1669 2.0201 2.7356 -0.412 0.339 -0.605
H 2.9693 3.9951 1.0384 -0.095 0.252 -0.418
H 1.0867 4.2866 -0.5266 -0.176 -0.802 -0.239
H -0.2450 2.1581 -1.2298 -0.314 0.798 -0.219
H 0.0450 0.0691 -0.2308 -0.162 -0.454 0.187
C -2.1282 -2.7506 -2.7286 -0.852 -2.349 -0.365
C -3.2006 -1.6784 -2.7624 -1.758 -0.886 -1.384
C -3.4686 -1.0500 -1.4057 0.348 0.187 -1.561
H -2.0749 -3.4174 -1.8575 -0.843 0.271 0.223
H -1.0912 -2.5778 -2.8387 1.100 1.546 -0.310
H -2.3250 -3.4382 -3.5617 0.013 -0.027 0.066
H -2.9270 -0.9922 -3.5816 -0.015 0.344 0.681
H -4.2111 -2.1002 -3.1899 1.846 0.286 0.893
H -3.8309 -1.8038 -0.7221 0.360 -0.104 0.437
H -2.5059 -0.6023 -1.1973 -0.018 0.254 1.149
H -4.2348 -0.2998 -1.5101 -0.167 0.491 0.181
```
Positions in Å, forces in eV/Å.

natural (NBO) population analysis, charges in e, atoms 1 to 4: -0.64, -0.08, -0.04, -0.54


[6]
Here is a cluster of 2 separate species, C12H17N in total from the Open Molecules 2025 dataset. Energies are from ωB97M-V/def2-TZVPD.

Summary:
SMILES string: Cc1c[nH]c2ccccc12.CCC
E, eV: -14208.636
Largest force on an atom, eV Å⁻¹: 3.7
HOMO energy, Ha: -0.29335

Geometry as XYZ:
```
30
Properties=species:S:1:pos:R:3:forces:R:3
C 1.2535 -1.1749 -2.6134 1.061 -2.127 -0.678
C 1.7510 -0.9469 -1.2530 -0.487 0.742 1.312
C 2.9068 -0.3490 -0.8153 0.433 0.075 0.881
N 2.8753 -0.2133 0.5727 -1.756 -0.324 0.279
C 1.6294 -0.6044 0.9950 -0.384 -1.016 0.344
C 1.2034 -0.6786 2.3333 0.593 0.464 -1.051
C -0.0854 -1.0547 2.5247 -1.554 -1.631 0.113
C -0.9252 -1.5455 1.4595 0.903 0.321 0.272
C -0.3673 -1.7448 0.2040 -1.136 1.112 0.174
C 0.8800 -1.1384 -0.0832 1.450 0.219 0.283
H 1.3478 -0.3259 -3.2749 -0.542 0.168 -0.124
H 0.3091 -1.7097 -2.5621 -0.624 0.869 -0.191
H 1.8397 -1.9992 -3.0521 0.302 0.385 -0.265
H 3.8537 -0.0319 -1.2344 -0.463 -0.114 -0.741
H 3.3446 0.3679 1.2447 0.859 0.208 -0.772
H 1.9390 -0.4307 3.0886 -0.370 -0.032 0.396
H -0.4751 -1.3094 3.5028 0.066 0.737 0.301
H -2.0018 -1.7379 1.6515 1.045 -0.266 -0.065
H -1.0492 -2.2200 -0.4998 0.570 0.167 -0.418
C -1.2177 2.0273 0.9612 -1.844 -0.148 1.031
C -1.4809 2.0318 -0.5247 -1.403 -1.524 -1.927
C -2.7457 1.1466 -1.1017 1.783 2.803 1.648
H -2.1225 1.8069 1.6041 0.250 0.891 -0.873
H -0.6469 1.1835 1.3441 0.948 0.397 -0.518
H -0.8586 3.0320 1.1832 0.407 -0.375 0.732
H -1.5251 3.0458 -1.0006 0.009 -0.802 0.721
H -0.6832 1.4755 -0.9893 0.853 0.339 -0.341
H -2.9383 1.5469 -2.0752 -0.210 -0.115 -0.738
H -2.4399 0.1244 -1.1338 -0.315 -0.723 0.177
H -3.5704 1.4267 -0.4562 -0.445 -0.699 0.037
```
Positions in Å, forces in eV/Å.

natural (NBO) population analysis, charges in e, atoms 1 to 4: -0.64, -0.07, -0.04, -0.54


> Among the records above, which one has the lowest E?

C12H17ClNO3


> Which of these has the lowest largest force on an atom?

C12H17ClNO3


> Look up the largest force on an atom of the third one.

11.4 eV Å⁻¹


> largest force on an atom of number 3 (C12H17N)?

11.4 eV Å⁻¹